Record 1
A structure of composition C48H69AsN7O4OsPSTe. Source: OMol25; level of theory: wB97M-V/def2-TZVPD.

Each line ends with the Löwdin spin population.
Cartesian coordinates (Å):
Os 0.06 0.00 -0.31  2.783
C 5.05 -3.58 -2.73  0.001
C 4.50 -3.74 -1.32  0.001
N 3.04 -3.48 -1.27  0.013
C 2.19 -4.64 -1.59  0.002
C 1.78 -5.41 -0.34  0.001
C 2.56 -2.27 -1.02  0.017
S 0.82 -2.15 -0.97  0.069
N 3.46 -1.29 -0.84  0.014
C 3.20 -0.08 -0.42  0.012
O 2.09 0.35 0.06  0.108
C 4.34 0.87 -0.39  0.000
C 5.63 0.46 -0.73  0.001
C 6.68 1.36 -0.67  0.000
C 6.45 2.67 -0.26  0.001
C 5.17 3.09 0.07  0.000
C 4.11 2.19 0.00  0.001
H 6.13 -3.76 -2.73  0.000
H 4.86 -2.57 -3.09  0.000
H 4.59 -4.29 -3.42  0.000
H 4.99 -3.04 -0.65  0.000
H 4.65 -4.75 -0.95  0.000
H 2.77 -5.29 -2.26  0.000
H 1.31 -4.30 -2.13  0.001
H 2.65 -5.72 0.23  0.000
H 1.22 -6.30 -0.63  0.000
H 1.13 -4.80 0.29  0.000
H 5.79 -0.56 -1.04  0.000
H 7.68 1.04 -0.92  0.000
H 7.28 3.37 -0.21  0.000
H 5.00 4.11 0.37  0.000
H 3.10 2.50 0.25  0.000
C -3.56 0.93 0.56  0.013
As -1.82 0.88 1.40  0.080
C -2.24 -0.12 3.00  0.011
C -1.87 2.67 2.16  0.022
H -4.25 1.44 1.24  0.002
H -3.93 -0.08 0.38  0.001
H -3.52 1.47 -0.38  0.002
H -3.29 0.04 3.23  0.002
H -1.65 0.23 3.84  0.000
H -2.07 -1.18 2.83  0.000
H -2.72 2.71 2.85  0.003
H -2.04 3.41 1.37  0.000
H -0.95 2.90 2.69  0.000
C 2.71 -2.61 4.87  0.000
N 3.38 -2.29 3.52  0.001
C 4.20 -1.00 3.68  0.000
N 3.38 0.05 4.18  0.002
C 2.77 -0.31 5.45  0.000
N 1.94 -1.51 5.30  0.005
C 0.74 -1.27 4.49  0.008
P 1.14 -0.75 2.73  0.041
C 2.35 -2.13 2.43  0.002
C 2.41 0.54 3.20  0.002
H 3.51 -2.82 5.57  0.000
H 2.10 -3.50 4.73  0.000
H 4.01 -3.05 3.27  0.000
H 4.61 -0.75 2.71  0.000
H 5.00 -1.23 4.38  0.000
H 2.16 0.51 5.81  0.000
H 3.55 -0.51 6.19  0.000
H 0.15 -0.49 4.97  0.000
H 0.13 -2.17 4.47  0.000
H 2.87 -1.96 1.49  0.000
H 1.79 -3.07 2.34  0.000
H 1.88 1.39 3.63  0.000
H 2.92 0.89 2.31  0.000
N 0.46 5.48 0.38  0.001
C -0.16 4.62 -0.68  0.003
C 0.12 3.17 -0.26  0.010
O 0.83 3.03 0.75  0.010
O -0.38 2.27 -0.99  0.112
H 1.15 6.14 0.02  0.000
H 0.92 4.72 0.95  0.000
H -0.21 5.99 0.95  0.000
H 0.29 4.81 -1.65  0.000
H -1.23 4.80 -0.75  0.000
C -3.42 5.94 -7.38  0.004
C -3.02 4.81 -6.47  0.024
C -3.34 4.82 -5.12  -0.001
C -3.01 3.77 -4.28  0.019
C -3.45 3.83 -2.83  0.021
C -2.31 2.69 -4.81  0.057
Te -1.88 1.06 -3.54  0.609
N -1.47 -0.41 -1.32  0.352
C -2.14 -1.48 -0.77  0.087
O -1.79 -1.83 0.37  0.195
C -3.13 -2.26 -1.54  0.004
C -3.04 -3.65 -1.46  0.007
C -3.87 -4.44 -2.25  0.000
C -4.79 -3.84 -3.11  0.008
C -4.90 -2.46 -3.15  0.001
C -4.07 -1.67 -2.38  0.009
C 0.16 0.78 -3.94  0.043
C 0.58 -0.54 -4.16  0.025
C -0.38 -1.68 -4.33  0.024
C 1.94 -0.77 -4.33  -0.002
C 2.87 0.26 -4.31  0.022
C 4.34 0.01 -4.53  0.004
C 2.41 1.56 -4.12  -0.002
C 1.06 1.86 -3.95  0.021
C 0.66 3.31 -3.90  0.004
C -2.00 2.62 -6.18  0.026
C -1.32 1.44 -6.82  0.016
C -2.35 3.70 -6.98  0.000
H -3.74 6.81 -6.81  0.000
H -4.25 5.63 -8.02  0.002
H -2.60 6.23 -8.03  0.001
H -3.88 5.68 -4.71  0.000
H -3.56 4.86 -2.50  0.002
H -2.74 3.33 -2.16  0.015
H -4.43 3.35 -2.71  0.001
H -2.32 -4.10 -0.80  0.000
H -3.80 -5.52 -2.20  0.000
H -5.41 -4.45 -3.74  0.000
H -5.65 -1.99 -3.78  0.000
H -4.20 -0.59 -2.38  0.001
H -1.16 -1.69 -3.56  0.012
H 0.14 -2.64 -4.27  0.001
H -0.87 -1.63 -5.30  0.002
H 2.28 -1.78 -4.52  0.000
H 4.51 -0.99 -4.92  0.000
H 4.89 0.12 -3.59  0.002
H 4.75 0.72 -5.24  0.001
H 3.12 2.38 -4.14  0.000
H 1.48 3.90 -3.48  0.000
H -0.25 3.47 -3.32  0.003
H 0.48 3.68 -4.91  0.001
H -1.50 0.51 -6.27  0.012
H -0.24 1.59 -6.89  0.000
H -1.69 1.29 -7.84  0.001
H -2.12 3.67 -8.04  0.000

## Properties
ΔE to the lowest compared entry with this formula, charge and spin ... 0.399 eV
HOMO level (spin up / spin down) ... -14.579 / -14.800 eV
Spin multiplicity ... 6
E_LUMO (spin up / spin down) ... -6.67 / -8.82 eV
Expectation value of S² ... 8.777
Total charge ... +3
Orbital gap (spin up / spin down) ... 7.9 / 6.0 eV

Record 2
A structure of composition C48H69Br2ClIN7O8P3 at a distorted geometry. Source: OMol25; level of theory: wB97M-V/def2-TZVPD.

Each line ends with the Mulliken charge.
Cartesian coordinates (Å):
C 4.71 2.32 2.77  -1.650
C 3.86 1.87 1.87  0.176
C 2.42 2.36 1.85  -2.368
C 1.26 1.77 0.99  -0.047
P -0.01 3.34 1.04  0.147
O 0.99 4.49 0.52  -0.432
Cl 0.07 3.80 3.05  -0.268
N 0.51 0.62 1.58  1.418
C -0.93 0.94 1.79  -1.015
C -2.10 -0.01 2.13  -1.479
O -3.17 0.97 2.17  -0.363
C -4.22 0.64 1.35  0.260
O -4.37 1.23 0.34  -0.573
C -5.11 -0.44 1.88  0.063
C -6.45 -0.48 1.14  -1.280
C 1.15 -0.72 1.54  1.040
C 2.49 -0.72 2.40  -1.393
C 3.84 -1.22 1.89  -2.104
P 0.23 -2.06 2.47  1.073
O -1.03 -2.57 1.92  -0.801
O 1.24 -3.26 2.72  -0.535
O 0.09 -1.44 3.94  -0.606
C 1.31 -1.08 0.03  -1.435
I 2.24 -3.04 -0.34  0.255
C -0.09 -1.32 -0.57  0.084
C -0.29 -1.51 -2.08  -0.356
C -1.48 -2.46 -2.28  -0.827
Br -1.84 -2.61 -4.18  -0.215
N 2.19 0.04 -0.56  2.158
C 3.11 -0.30 -1.71  -1.416
C 2.65 -0.51 -3.15  -1.878
C 3.02 -1.90 -3.68  -0.429
Br 2.95 -1.88 -5.61  -0.142
C 1.57 1.52 -0.53  2.955
C 0.34 1.59 -1.43  -0.380
C -0.17 2.90 -2.09  -1.034
C -0.41 2.71 -3.59  -1.531
P 2.72 2.92 -1.24  -0.043
O 2.75 2.37 -2.78  -0.424
O 4.25 2.63 -0.77  -0.467
H 5.76 2.06 2.70  0.405
H 4.39 2.96 3.58  0.357
H 4.25 1.18 1.15  0.230
H 2.08 2.26 2.88  0.958
H 2.50 3.44 1.72  0.954
H 0.50 5.11 -0.02  0.441
H -1.33 1.38 0.88  0.409
H -1.00 1.68 2.59  0.813
H -2.30 -0.70 1.32  0.738
H -2.08 -0.52 3.08  0.326
H -5.26 -0.27 2.95  0.255
H -4.60 -1.39 1.75  0.320
H -7.11 -1.22 1.57  0.448
H -6.26 -0.68 0.09  0.323
H -6.90 0.51 1.17  0.222
H 2.36 -1.29 3.31  1.392
H 2.55 0.26 2.86  0.253
H 4.15 -0.99 0.87  0.130
H 4.61 -0.82 2.55  0.551
H 3.90 -2.30 1.99  0.502
H 1.67 -3.20 3.58  0.379
H 0.29 -0.49 3.98  0.470
H -0.83 -0.62 -0.20  -0.753
H -0.41 -2.27 -0.16  1.331
H 0.55 -2.00 -2.57  -0.253
H -0.56 -0.60 -2.60  0.347
H -1.20 -3.46 -1.98  0.512
H -2.37 -2.12 -1.77  0.484
H 2.88 0.16 0.18  -1.407
H 3.70 -1.16 -1.40  1.749
H 3.89 0.44 -1.70  0.140
H 1.60 -0.35 -3.37  0.398
H 3.18 0.19 -3.78  0.955
H 2.35 -2.68 -3.35  0.320
H 4.04 -2.16 -3.41  0.141
H -0.51 1.11 -0.97  0.215
H 0.58 0.95 -2.27  -0.717
H 0.44 3.79 -1.96  0.324
H -1.14 3.14 -1.66  0.507
H -0.58 3.67 -4.07  0.473
H -1.28 2.07 -3.77  0.346
H 0.45 2.25 -4.07  0.250
H 3.18 3.04 -3.32  0.322
H 4.82 2.15 -1.38  0.345
N -9.55 -0.11 -0.55  -0.463
C -9.34 1.20 -0.56  -0.115
C -10.35 2.14 -0.36  -0.551
C -11.64 1.69 -0.15  -0.159
C -11.87 0.32 -0.14  -0.398
C -10.80 -0.53 -0.34  -0.186
H -8.32 1.52 -0.73  0.456
H -10.12 3.20 -0.38  0.344
H -12.45 2.39 0.00  0.372
H -12.86 -0.08 0.02  0.352
H -10.94 -1.61 -0.34  0.362
N -3.75 3.74 6.61  -0.579
C -3.69 3.15 5.42  -0.445
C -3.74 1.78 5.23  0.011
C -3.86 0.97 6.35  -0.397
C -3.92 1.56 7.60  -0.477
C -3.86 2.95 7.68  -0.289
H -3.59 3.82 4.57  0.436
H -3.69 1.37 4.23  0.581
H -3.90 -0.11 6.25  0.415
H -4.01 0.97 8.50  0.380
H -3.91 3.45 8.64  0.348
N -6.31 -3.85 -8.29  -0.547
C -7.07 -2.84 -7.87  -0.165
C -6.62 -1.83 -7.04  -0.355
C -5.29 -1.86 -6.63  -0.166
C -4.49 -2.90 -7.07  -0.169
C -5.05 -3.86 -7.89  -0.301
H -8.10 -2.85 -8.21  0.347
H -7.28 -1.03 -6.73  0.347
H -4.90 -1.09 -5.99  0.384
H -3.45 -2.96 -6.77  0.246
H -4.45 -4.69 -8.25  0.346
N 6.06 -2.31 -1.54  -0.090
C 5.90 -3.62 -1.75  -0.079
C 6.67 -4.37 -2.62  -0.764
C 7.69 -3.72 -3.31  -0.228
C 7.88 -2.37 -3.10  -0.615
C 7.05 -1.71 -2.21  -0.165
H 5.09 -4.07 -1.19  0.305
H 6.49 -5.42 -2.75  0.425
H 8.32 -4.27 -4.00  0.390
H 8.66 -1.83 -3.62  0.397
H 7.17 -0.65 -2.02  0.400
N 8.22 -0.22 2.58  -0.389
C 8.22 -0.48 3.89  -0.184
C 9.02 0.17 4.81  -0.452
C 9.88 1.16 4.35  -0.221
C 9.90 1.44 2.99  -0.474
C 9.06 0.73 2.16  -0.100
H 7.54 -1.26 4.21  0.358
H 8.97 -0.09 5.86  0.374
H 10.53 1.69 5.03  0.381
H 10.56 2.20 2.59  0.377
H 9.04 0.93 1.09  0.341

## Properties
HOMO level ... -10.769 eV
E_LUMO ... -2.78 eV
Total charge ... +1
Orbital gap ... 8.0 eV

no.,total energy (eV)
1,-160216.280
2,-266273.986